Run 1
Below is a 2-piece molecular cluster, C6H12N2 overall, with properties calculated with wB97M-V/def2-TZVPD.

Cartesian coordinates (Å):
N1 -2.80076 1.00776 -1.46796
N2 -2.24962 -0.79786 -0.37889
C1 2.69838 -0.18809 1.71980
C2 -1.05344 -0.49660 -1.19401
C3 -3.27378 0.00491 -0.69731
C4 0.07446 -1.46899 -0.93813
C5 1.79565 1.13241 1.73464
C6 -1.46001 0.62538 -1.94101
H1 3.07793 -0.23828 0.75433
H2 0.68280 -1.59632 -1.69496
H3 0.86362 0.95530 2.17682
H4 2.45079 1.77903 2.27011
H5 2.15136 -1.10321 1.84977
H6 -1.08132 1.12753 -2.62452
H7 3.52771 -0.26180 2.39429
H8 -3.15095 1.90604 -1.76081
H9 -4.09673 -0.19402 -0.08636
H10 -0.34694 -2.53269 -0.87388
H11 0.63120 -1.23684 -0.05870
H12 1.55965 1.57635 0.81679

2S+1 ... 2
HOMO-LUMO gap (alpha / beta) ... 10.0 / 5.7 eV
Net charge ... +1
Lowest unoccupied orbital energy (alpha / beta) ... -4.3 / -8.6 eV
<S²> ... 0.76


Run 2
Below is a 2-piece molecular cluster, C6H12N2 overall, with properties calculated with wB97M-V/def2-TZVPD.

Cartesian coordinates (Å):
N1 -0.24726 -2.15780 0.00695
N2 -1.07820 -1.36509 -1.88742
C1 0.73547 -1.43059 -0.63584
C2 0.32999 0.20323 -2.82017
C3 -1.33652 -2.12799 -0.82515
C4 0.16811 2.05682 1.51420
C5 0.21422 -0.87044 -1.80248
C6 0.07399 1.19649 2.75719
H1 0.97033 2.77545 1.52446
H2 -0.53587 0.13974 -3.46845
H3 0.99207 1.32963 3.32549
H4 0.49367 1.37929 0.69087
H5 -0.00522 0.11371 2.66559
H6 1.65925 -1.59105 -0.10539
H7 -2.29841 -2.56151 -0.62362
H8 -0.72292 2.56589 1.16920
H9 1.27734 0.11120 -3.37187
H10 -0.65765 1.58421 3.46996
H11 0.16741 1.24822 -2.49816
H12 -0.19981 -2.59941 0.91461

2S+1 ... 2
HOMO-LUMO gap (alpha / beta) ... 10.7 / 6.5 eV
Net charge ... +1
Lowest unoccupied orbital energy (alpha / beta) ... -4.0 / -8.2 eV
<S²> ... 0.76


Energies relative to the most stable structure, in kJ/mol: run 1 177.2; run 2 0.0.


Run 1
Below is an isolated ion of composition C3H6NO3 and charge +1, with properties calculated with wB97M-V/def2-TZVPD.

Cartesian coordinates (Å):
O1 1.49052 0.18966 -0.07255
O2 0.02300 1.94215 0.04852
O3 -0.72445 -1.58641 0.01956
N1 -2.11783 0.41391 0.05105
C1 -0.91172 -0.26036 0.00441
C2 2.36954 -0.69357 0.09247
C3 0.24478 0.58516 0.09154
H1 -2.31870 1.39195 0.01057
H2 -1.49779 -2.10657 -0.24840
H3 -2.87649 -0.15178 -0.02653
H4 2.16303 -1.78705 0.04200
H5 0.87822 2.38777 0.06103
H6 3.27787 -0.32486 -0.07367

HOMO-LUMO gap (alpha / beta) ... 7.0 / 8.1 eV
Net charge ... +1
Lowest unoccupied orbital energy (alpha / beta) ... -5.5 / -4.7 eV


Run 2
Below is an isolated ion of composition C3H6NO3 and charge +1, with properties calculated with wB97M-V/def2-TZVPD.

Cartesian coordinates (Å):
O1 -0.54542 0.41903 1.62959
O2 2.14296 1.09282 -0.18650
O3 1.58736 -1.18334 -0.17583
N1 -0.89160 0.80771 -0.76950
C1 0.18356 -1.47126 0.02973
C2 -0.05279 0.03851 0.37551
C3 1.45553 0.16316 -0.04510
H1 -1.81762 0.67550 -0.39848
H2 -0.91537 0.33480 -1.79064
H3 -0.18661 -1.69430 -0.98726
H4 -0.21238 1.21385 2.12986
H5 -0.02656 -2.17630 0.89071
H6 -0.72105 1.77982 -0.70208

SMILES ... [NH3+][C@@]1(O)COC1=O
HOMO-LUMO gap ... 11.2 eV
Net charge ... +1
Lowest unoccupied orbital energy ... -4.2 eV


Energies relative to the most stable structure, in kJ/mol: run 1 153.2; run 2 0.0.